# 1
85
Properties=species:S:1:pos:R:3:lowdin_charge:R:1 method="wB97M-V/def2-TZVPD" homo_lumo_gap_ev=9.6 lumo_ev=0.580 molar_mass_g_mol=445.69 smiles=COC[C@H](C)N.COC[C@H](C)N.COC[C@H](C)N.COC[C@H](C)N.COC[C@H](C)N homo_energy_ha=-0.3322
C -4.38970 -2.90165 -7.07285 -0.12
O -3.44953 -3.85914 -6.64656 -0.19
C -2.75166 -3.48440 -5.46061 -0.22
C -1.43051 -4.23296 -5.35033 -0.42
C -0.86316 -3.91824 -3.96450 -0.07
N -0.43130 -3.79066 -6.31717 0.05
H -5.20340 -2.79316 -6.34643 0.09
H -4.77136 -3.26799 -8.02521 0.09
H -3.93856 -1.91715 -7.25111 0.08
H -2.65618 -2.38941 -5.46669 0.10
H -3.42126 -3.70978 -4.61374 0.13
H -1.68718 -5.29070 -5.41179 0.14
H -0.52852 -2.87460 -3.92821 0.06
H -0.03365 -4.56457 -3.69070 0.08
H -1.62726 -3.95206 -3.18068 0.06
H -0.70239 -3.99152 -7.27079 0.07
H -0.28600 -2.79598 -6.18863 0.04
C -2.28356 -3.70973 0.37147 -0.12
O -1.57354 -4.04881 1.53557 -0.18
C -0.50390 -3.17512 1.83373 -0.20
C -0.63319 -2.66105 3.26399 -0.44
C 0.14733 -1.41124 3.55245 -0.07
N -0.35244 -3.69930 4.27280 0.04
H -1.65503 -3.54759 -0.51247 0.07
H -2.87094 -2.78943 0.51296 0.09
H -2.97828 -4.52239 0.16432 0.09
H 0.45344 -3.70077 1.73102 0.13
H -0.48835 -2.33080 1.13553 0.10
H -1.70126 -2.46164 3.41708 0.14
H 1.23767 -1.51156 3.49151 0.08
H 0.00982 -1.08208 4.58715 0.08
H -0.14030 -0.54655 2.95060 0.06
H -0.91166 -4.51626 4.05101 0.07
H 0.62276 -3.97967 4.20847 0.07
C 2.16677 4.11395 5.70844 -0.12
O 2.43409 3.81402 7.05161 -0.18
C 2.06883 4.87258 7.91396 -0.23
C 2.34690 4.47681 9.36213 -0.43
C 1.58638 3.19294 9.67179 -0.07
N 1.90655 5.53431 10.27282 0.03
H 2.47025 5.12756 5.42227 0.09
H 1.09504 4.03360 5.46844 0.09
H 2.66213 3.37634 5.07925 0.07
H 2.67670 5.74643 7.64209 0.12
H 1.00499 5.13832 7.83520 0.13
H 3.41821 4.34678 9.51753 0.14
H 1.94264 2.36704 9.05236 0.07
H 0.52768 3.33046 9.42798 0.08
H 1.64228 2.86539 10.70848 0.07
H 2.60530 6.18169 10.58509 0.06
H 1.02380 5.92996 9.99365 0.07
C -1.13628 2.90224 -3.99069 -0.10
O -1.56805 1.58141 -4.24963 -0.19
C -0.50066 0.70752 -4.55312 -0.23
C -0.19893 0.66654 -6.04539 -0.44
C -1.40808 0.16131 -6.82603 -0.06
N 0.89705 -0.28757 -6.26527 0.04
H -1.99455 3.56517 -4.08876 0.09
H -0.44627 3.27886 -4.75889 0.09
H -0.65898 2.92619 -3.00925 0.08
H 0.39752 1.01253 -3.99843 0.12
H -0.74375 -0.30952 -4.23637 0.11
H -0.00237 1.67211 -6.44069 0.13
H -1.60461 -0.88594 -6.58529 0.05
H -1.22652 0.24389 -7.89884 0.08
H -2.31223 0.71429 -6.57211 0.08
H 1.81158 0.16277 -6.28621 0.08
H 0.85354 -0.58685 -7.24022 0.07
C 0.34777 -0.56027 -1.26489 -0.10
O 1.47896 -0.15268 -0.53528 -0.18
C 1.19859 0.90849 0.35312 -0.23
C 2.39544 1.20207 1.22531 -0.45
C 2.03426 2.25878 2.25535 -0.07
N 3.57615 1.62338 0.46679 0.05
H 0.70909 -1.27752 -1.99817 0.09
H -0.07036 0.30502 -1.79498 0.07
H -0.44570 -0.98401 -0.64117 0.07
H 0.96672 1.81848 -0.22621 0.13
H 0.31974 0.61881 0.94590 0.12
H 2.64293 0.28571 1.77030 0.13
H 2.91263 2.63403 2.78103 0.07
H 1.33253 1.83438 2.97554 0.07
H 1.58066 3.15278 1.81234 0.08
H 3.51794 2.61836 0.26938 0.07
H 3.55874 1.16897 -0.44347 0.07

# 2
90
Properties=species:S:1:pos:R:3:lowdin_charge:R:1 method="wB97M-V/def2-TZVPD" charge=-2 homo_lumo_gap_ev=4.8 lumo_ev=3.234 molar_mass_g_mol=1081.88 homo_energy_ha=-0.0584
Cs -0.10994 -0.39520 1.52941 1.59
O 1.00252 -2.48674 2.12278 -0.40
C 1.98549 -2.64466 1.35072 -0.58
N 3.18840 -2.30938 1.68423 0.15
C 4.39465 -2.25463 1.02561 -0.29
C 5.37435 -3.21023 1.31235 -0.07
C 6.66694 -3.10514 0.82295 -0.15
C 7.00944 -2.00911 0.03877 -0.14
C 6.04351 -1.05571 -0.25302 -0.05
C 4.73197 -1.15933 0.20030 -0.25
N 3.72514 -0.27845 -0.22765 0.12
C 3.93703 1.00121 0.01148 -0.53
O 4.80766 1.58694 0.68461 -0.06
C 2.87059 1.88310 -0.66750 -0.19
C 1.84268 1.29109 -1.41202 -0.03
C 0.90648 2.08062 -2.04225 -0.08
C 1.02187 3.45977 -1.91374 -0.09
C 2.06163 3.95514 -1.14632 -0.17
N 2.97503 3.20084 -0.53316 0.12
C 1.59971 -3.23522 -0.02865 -0.16
C 2.54949 -3.44114 -1.03427 0.01
C 2.14800 -3.99526 -2.23410 -0.08
C 0.81419 -4.32984 -2.40972 -0.10
C -0.05715 -4.06602 -1.36847 -0.17
N 0.30927 -3.52764 -0.21064 0.13
H 5.08558 -4.01933 1.97287 0.10
H 7.40272 -3.86299 1.07155 0.07
H 8.02131 -1.89127 -0.33243 0.07
H 6.29175 -0.18698 -0.85182 0.10
H 1.80430 0.21189 -1.42318 0.09
H 0.08124 1.61798 -2.57016 0.09
H 0.30403 4.13980 -2.35461 0.09
H 2.15700 5.02707 -1.00479 0.09
H 3.57891 -3.15450 -0.88365 0.10
H 2.87457 -4.15677 -3.02381 0.10
H 0.44934 -4.77473 -3.32892 0.09
H -1.11382 -4.29513 -1.47356 0.09
N -3.52431 3.07668 -0.91561 0.08
C -2.81618 3.73411 0.07656 -0.73
N -1.60100 3.41650 0.37798 0.14
C -1.13213 4.28075 1.34788 -0.34
C -2.00854 5.21757 1.78311 -0.37
S -3.47841 5.09261 0.89345 1.01
C 0.25618 4.18410 1.81417 -0.37
C 1.06451 5.26153 1.97856 -0.39
S 2.60954 4.73440 2.50190 1.03
C 2.05848 3.11160 2.41888 -0.71
N 0.81677 2.95663 2.05510 0.11
N 2.92735 2.09241 2.76209 0.10
H -3.02899 2.23659 -1.17293 0.05
H -4.47705 2.86267 -0.65315 0.08
H -1.87071 5.91852 2.58392 0.07
H 0.83322 6.28392 1.74380 0.06
H 3.79338 2.09873 2.18794 0.06
H 2.49005 1.18010 2.69519 0.07
F 0.68588 -0.65460 4.37164 0.08
C -0.15057 -1.44613 5.01949 -0.70
F 0.37263 -2.65958 5.12014 0.15
F -0.35459 -0.94176 6.24032 0.12
S -1.84344 -1.60185 4.26515 0.58
O -1.78542 -2.08570 2.90106 -0.45
O -2.49360 -2.40971 5.25663 -0.28
N -2.28260 -0.06210 4.27007 -0.30
S -3.14773 0.43943 3.02704 0.57
O -2.35184 0.76412 1.86238 -0.60
O -4.36322 -0.30449 2.79678 -0.29
C -3.67345 2.06850 3.69747 -0.67
F -4.45380 2.66032 2.77241 0.09
F -4.39085 1.95559 4.81225 0.14
F -2.65012 2.87610 3.94440 0.15
C -4.34968 -1.53092 -6.45199 -0.06
C -3.90960 -1.22555 -5.04902 -0.28
C -4.80613 -0.73372 -4.10818 -0.05
C -4.40457 -0.47970 -2.80372 -0.08
C -3.09516 -0.73678 -2.43887 -0.39
C -2.17104 -1.20512 -3.36429 -0.05
C -2.59038 -1.44553 -4.66205 -0.03
S -2.53803 -0.45300 -0.76799 0.88
C -3.04929 -2.03429 -0.11309 -0.20
O -1.03177 -0.46185 -0.81343 -0.78
H -5.29648 -1.04697 -6.68994 0.07
H -4.48715 -2.60446 -6.59687 0.08
H -3.60969 -1.20010 -7.18063 0.08
H -5.83034 -0.53578 -4.39770 0.11
H -5.10819 -0.09002 -2.08211 0.11
H -1.14776 -1.36458 -3.05274 0.11
H -1.87194 -1.80823 -5.38708 0.11
H -2.66790 -2.80475 -0.77813 0.05
H -4.13727 -2.00570 -0.09324 0.07
H -2.66296 -2.18056 0.89576 0.03

# 3
100
Properties=species:S:1:pos:R:3:lowdin_charge:R:1 method="wB97M-V/def2-TZVPD" charge=-1 homo_lumo_gap_ev=4.9 lumo_ev=1.528 molar_mass_g_mol=829.92 homo_energy_ha=-0.1230
Ca -2.30982 -0.69920 0.63870 1.31
N -3.17882 0.45009 2.37540 -0.07
C -2.07052 1.22410 2.91690 -0.15
C -0.70342 0.70550 2.38420 -0.73
O 0.26228 0.72710 3.14530 0.00
O -0.68692 0.35490 1.17800 -0.26
H -4.02602 1.00690 2.30180 0.08
H -3.38662 -0.35020 2.96480 0.05
H -2.04482 1.23520 4.01760 0.12
H -2.13682 2.25650 2.55440 0.12
N -5.13762 -2.32420 2.93290 0.01
N -4.04042 -3.19090 2.69820 -0.04
C -3.39302 -3.10360 1.43960 -0.81
O -2.57542 -3.99870 1.21390 -0.03
O -3.70922 -2.14720 0.70430 -0.21
H -5.47932 -2.49751 3.87230 0.07
H -5.89752 -2.50591 2.27370 0.08
H -4.15242 -4.15601 2.99810 0.13
C 1.75138 -3.65340 3.34050 -0.07
N 0.47088 -2.99970 3.25590 -0.10
C -0.11062 -2.39320 2.21320 -0.12
N -1.27182 -1.90600 2.57690 0.03
C -1.36802 -2.24100 3.87590 -0.19
N -0.33032 -2.90560 4.32200 0.12
C 2.87538 -2.66030 3.16870 -0.19
C 3.62118 -2.22201 4.25590 -0.02
C 4.64578 -1.30430 4.07240 -0.06
C 4.93698 -0.80980 2.81660 -0.01
C 4.19278 -1.24450 1.71900 -0.13
C 3.16158 -2.16510 1.91030 0.03
C 4.47058 -0.81500 0.37380 -0.28
N 5.46418 -0.10950 -0.09500 0.11
N 5.33238 -0.06320 -1.42490 0.10
C 4.25048 -0.73230 -1.73180 -0.31
O 3.66128 -1.24640 -0.62630 0.12
C 3.65688 -0.97410 -3.01430 -0.15
C 4.23768 -0.50690 -4.19470 -0.03
C 3.58698 -0.70360 -5.39440 -0.07
C 2.35388 -1.34310 -5.44440 -0.04
C 1.77868 -1.83470 -4.27580 -0.19
C 0.45858 -2.57480 -4.32730 -0.08
N -0.30102 -2.43750 -3.11590 -0.14
C -0.97982 -1.38070 -2.63690 -0.13
N -1.46022 -1.66230 -1.44870 0.04
C -1.04772 -2.92870 -1.22301 -0.19
N -0.34022 -3.42320 -2.21001 0.12
C 2.44128 -1.66710 -3.07450 0.03
H 1.80938 -4.43031 2.56850 0.14
H 1.79778 -4.11770 4.32790 0.12
H 0.31028 -2.31100 1.23310 0.13
H -2.21552 -2.01450 4.49100 0.11
H 3.39518 -2.59690 5.24380 0.11
H 5.22028 -0.97280 4.92480 0.10
H 5.72498 -0.09110 2.66200 0.11
H 2.59388 -2.49890 1.05520 0.12
H 5.18248 0.00830 -4.13120 0.12
H 4.03688 -0.34560 -6.30760 0.10
H 1.84748 -1.46220 -6.39200 0.11
H 0.63828 -3.64830 -4.44280 0.14
H -0.13272 -2.22330 -5.17830 0.13
H -1.11542 -0.46310 -3.17400 0.13
H -1.33022 -3.48460 -0.34500 0.09
H 2.01888 -2.05990 -2.16210 0.12
C -3.37962 0.99180 -1.05401 -0.15
C -3.96882 2.00420 -0.31880 -0.37
C -3.35382 3.28460 -0.16020 -0.07
C -3.93792 4.28670 0.55510 -0.06
C -5.19382 4.09700 1.17150 -0.30
C -5.83242 2.84850 1.01490 -0.07
C -5.24872 1.84460 0.29970 -0.09
C -5.80322 5.12309 1.88790 -0.27
N -6.31792 5.97899 2.47060 0.09
H -2.48042 1.22210 -1.60660 0.02
H -3.99462 0.16670 -1.39250 0.04
H -2.39242 3.43650 -0.62860 0.08
H -3.45242 5.25020 0.65150 0.11
H -6.80522 2.70980 1.46990 0.11
H -5.74682 0.88580 0.20440 0.11
C 0.13548 2.56720 -2.58390 -0.18
N 0.16768 2.00339 -1.24730 -0.07
C 1.19198 0.97320 -1.20160 -0.18
N 2.51008 1.49919 -1.56090 -0.08
C 2.42248 2.08550 -2.89230 -0.18
N 1.42248 3.14620 -2.97490 -0.08
C 1.76678 4.17029 -1.98890 -0.18
N 1.84868 3.63260 -0.63930 -0.08
C 0.55028 3.04900 -0.30510 -0.16
C 2.83948 2.56230 -0.61581 -0.17
H -0.62582 3.35100 -2.62670 0.12
H -0.11712 1.78749 -3.31171 0.12
H 0.93548 0.18300 -1.91270 0.10
H 1.22078 0.56099 -0.19130 0.12
H 2.15918 1.30630 -3.61621 0.12
H 3.39968 2.49780 -3.16080 0.13
H 1.00178 4.95510 -2.02021 0.13
H 2.73428 4.60670 -2.25810 0.12
H -0.19982 3.84379 -0.31920 0.12
H 0.59838 2.61490 0.69390 0.13
H 2.86508 2.14370 0.39290 0.13
H 3.82638 2.96320 -0.87080 0.13

# 4
12
Properties=species:S:1:pos:R:3:lowdin_charge:R:1 method="wB97M-V/def2-TZVPD" homo_lumo_gap_ev=9.1 lumo_ev=0.793 molar_mass_g_mol=82.11 smiles="[H]/N=C/C(C)=C=N" homo_energy_ha=-0.3048
H 2.82434 -1.10772 -0.43487 0.04
N 2.13248 -0.39822 -0.22348 0.07
C 0.94156 -0.85432 -0.30187 -0.23
C -0.20440 -0.00278 0.02479 -0.28
C -1.65728 -0.40016 0.04877 -0.06
C 0.28301 1.16376 0.38978 -0.16
N 0.87660 2.18557 0.67956 0.18
H 0.68404 -1.89471 -0.52018 0.11
H -2.27824 0.31821 -0.50229 0.08
H -1.76350 -1.36073 -0.46308 0.07
H -2.07921 -0.50198 1.05381 0.08
H 0.24061 2.85306 0.24906 0.09

# 5
8
Properties=species:S:1:pos:R:3:lowdin_charge:R:1 method="wB97M-V/def2-TZVPD" homo_lumo_gap_ev=10.0 lumo_ev=0.641 molar_mass_g_mol=93.11 smiles="NSOC=O" homo_energy_ha=-0.3450
N 1.30233 0.92889 -0.43713 -0.31
S 0.85052 0.57815 1.07891 0.94
O -0.16129 -0.97032 0.92387 -0.33
C -1.25146 -0.71634 0.22001 -0.50
O -1.57394 0.36775 -0.14677 0.01
H 0.52371 1.11192 -1.07934 0.06
H 2.02742 0.45938 -0.75915 -0.03
H -1.71728 -1.75944 0.19961 0.16

# 6
11
Properties=species:S:1:pos:R:3:lowdin_charge:R:1 method="wB97M-V/def2-TZVPD" homo_lumo_gap_ev=9.0 lumo_ev=0.575 molar_mass_g_mol=101.08 homo_energy_ha=-0.3108
O 0.14782 -2.54366 -0.68433 0.23
C 0.32366 -1.46138 -0.99657 -0.20
C 0.54230 -0.22997 -1.37404 -0.09
C 0.56817 0.83782 -0.43811 -0.11
C -0.14326 0.94902 0.73567 -0.18
N -1.06348 -0.00219 1.06425 -0.03
F -0.61156 -1.16103 1.72215 -0.10
H 0.76515 -0.27248 -2.46879 0.14
H 0.88025 1.78961 -0.79713 0.09
H 0.23852 1.81071 1.40484 0.13
H -1.64758 0.28354 1.83207 0.11

# 7
99
Properties=species:S:1:pos:R:3:lowdin_charge:R:1 method="wB97M-V/def2-TZVPD" s2=2.0189 spin_multiplicity=3 charge=+2 homo_lumo_gap_ev="5.7 / 4.4" lumo_ev="-6.001 / -7.317" molar_mass_g_mol=863.02 homo_energy_ha="-0.4297 / -0.4297"
P 1.87743 1.10660 -4.57522 1.12
C 3.32096 1.52417 -3.50023 -0.34
C 4.34204 0.83302 -4.19294 -0.16
H 4.07152 0.04605 -4.84743 0.07
C 5.64997 1.29528 -4.17357 -0.08
H 6.34934 0.87303 -4.90169 0.11
C 6.03254 2.34566 -3.33552 -0.06
H 7.03741 2.75548 -3.38582 0.11
C 5.05133 2.86113 -2.45464 -0.08
H 5.38596 3.63069 -1.74929 0.11
C 3.70855 2.44871 -2.50372 -0.08
H 3.02111 2.83908 -1.76082 0.09
C 1.11961 -0.39630 -4.01786 -0.40
C 1.69717 -1.42072 -3.23079 -0.10
H 2.47368 -1.18655 -2.52915 0.08
C 1.26557 -2.73968 -3.36839 -0.10
H 1.78243 -3.55142 -2.85043 0.11
C 0.23032 -3.07644 -4.23519 -0.11
H -0.02520 -4.13412 -4.43488 0.12
C -0.44691 -2.06379 -4.88717 -0.09
H -1.26420 -2.29684 -5.58104 0.12
C -0.04915 -0.72992 -4.74282 -0.11
H -0.58708 0.04261 -5.24346 0.10
C 0.62610 2.47733 -4.32794 -0.32
C 0.93422 3.29846 -5.43145 -0.15
H 1.83970 3.08543 -5.92709 0.07
C 0.07079 4.26334 -5.92403 -0.06
H 0.33797 4.74004 -6.86470 0.12
C -1.09453 4.55898 -5.22764 -0.07
H -1.75596 5.35047 -5.59086 0.11
C -1.37830 3.83538 -4.05714 -0.09
H -2.26070 4.10882 -3.49501 0.10
C -0.55056 2.80121 -3.60757 -0.09
H -0.83791 2.31156 -2.65605 0.08
W 0.15496 0.33480 1.57822 0.91
C -1.24318 -1.19975 1.19941 -0.28
C -1.91602 -1.40605 0.03751 -0.34
H -1.43779 -1.82156 2.12444 0.06
C -1.44184 -0.50841 -1.12278 -0.30
O -2.58590 0.26227 -1.64804 -0.04
H -2.51739 0.43239 -2.58934 0.09
C -0.47173 0.38319 -0.43532 -0.16
H -0.94875 -1.06912 -1.91380 0.13
C 0.02417 1.51221 0.05144 -0.32
Cl 2.23693 1.22668 1.99355 0.14
P -1.39028 2.04107 2.12847 0.70
P 1.64740 -1.71846 1.56998 0.70
C -0.41130 2.83515 3.39830 -0.25
H 0.46418 3.32860 2.95828 0.05
H -0.10581 2.08678 4.13665 0.02
H -1.11283 3.56684 3.81191 0.07
C -2.03101 3.25698 0.94655 -0.19
H -2.52904 2.71184 0.12478 0.06
H -1.17929 3.82542 0.53242 0.07
H -2.73965 3.93459 1.45796 0.08
C -2.79680 1.13580 2.77840 -0.23
H -2.45494 0.44735 3.57212 0.03
H -3.27442 0.56634 1.96018 0.05
H -3.47921 1.91031 3.16142 0.07
C 2.18656 -1.68224 3.31180 -0.27
H 1.32088 -1.86001 3.94613 0.02
H 2.58144 -0.70054 3.57152 0.00
H 2.96553 -2.44104 3.40567 0.06
C 0.95497 -3.36173 1.35330 -0.25
H 0.55651 -3.46836 0.34375 0.04
H 0.14394 -3.50306 2.06592 0.04
H 1.75449 -4.08586 1.53927 0.07
C 3.18666 -1.79284 0.60347 -0.22
H 3.69306 -0.82189 0.61753 0.04
H 2.96342 -2.06655 -0.43523 0.04
H 3.82491 -2.56126 1.06036 0.07
P -3.23545 -2.63927 -0.18731 0.88
C -3.41035 -3.45630 1.39362 -0.18
C -2.75342 -3.77530 -1.47111 -0.15
H -3.60180 -2.73646 2.20733 0.07
H -2.50162 -4.02416 1.64044 0.07
H -4.25401 -4.16026 1.33536 0.08
H -2.32674 -3.21144 -2.31033 0.06
H -3.65568 -4.32448 -1.78142 0.08
H -1.99621 -4.46434 -1.06808 0.08
C -4.72839 -1.75899 -0.58503 -0.16
H -5.21153 -1.35673 0.31574 0.08
H -5.43325 -2.42468 -1.09000 0.07
H -4.49185 -0.91310 -1.24637 0.06
H 0.66766 2.19116 -0.47745 0.08
C -1.75016 0.18628 6.43201 0.00
C -0.38374 -0.33315 5.95839 -0.74
C 0.71006 0.58830 6.50936 -0.02
C -0.17517 -1.71946 6.56539 -0.02
O -0.35680 -0.40016 4.60416 0.00
H -1.81020 0.22527 7.52687 0.11
H -2.53457 -0.47792 6.05486 0.09
H -1.93328 1.18516 6.02508 0.08
H 0.72016 0.57068 7.60398 0.10
H 1.68922 0.26703 6.14526 0.09
H 0.55678 1.61707 6.18469 0.08
H -0.94822 -2.40923 6.20098 0.10
H 0.80036 -2.12827 6.26304 0.09
H -0.21985 -1.68387 7.66586 0.11

Number 1: DFT total energy -39317.085 eV. Number 2: DFT total energy -134486.581 eV. Number 3: DFT total energy -91556.552 eV. Number 4: DFT total energy -7222.852 eV. Number 5: DFT total energy -17504.817 eV. Number 6: DFT total energy -10463.588 eV. Number 7: DFT total energy -93803.711 eV.